Entry 1:
DFT (ωB97M-V with the def2-TZVPD basis set) results for a molecular structure, C27H32BN9OReSSi2.

Each line ends with the Mulliken spin population.
Atoms and positions in Å:
Re  0.0888  -0.7105  -0.0404  2.950
C  4.2202  0.2983  1.5567  -0.006
C  3.2220  -0.6036  1.1880  -0.018
N  2.1311  0.0520  0.8412  0.108
N  2.3845  1.3608  0.9524  -0.031
C  3.6429  1.5377  1.3961  0.009
B  1.2917  2.4213  0.6873  -0.003
N  0.1066  2.0324  1.5913  -0.020
C  -0.4765  2.7215  2.5817  0.018
C  -1.4218  1.9108  3.1770  -0.003
C  -1.3592  0.7141  2.4705  0.000
N  -0.4295  0.8043  1.5233  0.030
N  0.8167  2.3552  -0.7883  -0.026
C  0.8472  3.3244  -1.7214  0.008
C  0.3411  2.8099  -2.8943  -0.004
C  0.0051  1.4940  -2.5811  -0.009
N  0.2936  1.2459  -1.3144  0.085
N  1.8358  3.8063  0.9551  -0.001
C  2.8909  4.3528  0.3044  0.001
C  3.0598  5.6350  0.7639  0.000
C  2.0417  5.7929  1.7122  0.000
N  1.3209  4.6963  1.8104  0.000
H  5.2120  0.0766  1.8944  0.000
H  3.2552  -1.6750  1.1612  0.008
H  4.0558  2.5123  1.5700  0.001
H  -0.1635  3.7274  2.7804  0.002
H  -2.0669  2.1424  3.9997  0.000
H  -1.9459  -0.1762  2.5972  -0.006
H  1.2027  4.3117  -1.5026  0.001
H  0.2256  3.3053  -3.8355  0.000
H  -0.4198  0.7369  -3.2128  0.001
H  3.4382  3.8013  -0.4326  0.000
H  3.7948  6.3533  0.4666  0.000
H  1.8012  6.6475  2.3142  0.000
C  0.2742  -2.3317  3.3204  0.015
Si  -0.3713  -2.5844  1.5169  -0.184
C  0.1251  -4.3992  1.0669  0.018
C  -2.2996  -2.6820  1.6234  -0.012
C  -2.9072  -3.5121  2.5572  0.004
C  -4.2847  -3.5696  2.6778  0.001
C  -5.0792  -2.8005  1.8450  0.001
C  -4.4868  -1.9875  0.8956  0.008
C  -3.1060  -1.9131  0.7754  0.011
Si  -2.3504  -0.7335  -0.5434  -0.088
C  -3.1822  0.9956  -0.3323  -0.003
C  -2.9968  -1.3861  -2.2434  0.011
H  -0.1171  -3.1177  3.9562  -0.002
H  -0.0350  -1.3797  3.7382  0.001
H  1.3574  -2.3773  3.3660  0.001
H  -0.1868  -5.0775  1.8551  -0.002
H  1.1945  -4.5169  0.9320  0.000
H  -0.3561  -4.7129  0.1462  0.001
H  -2.2895  -4.1137  3.2083  0.001
H  -4.7376  -4.2041  3.4248  0.000
H  -6.1541  -2.8254  1.9438  0.000
H  -5.1042  -1.3859  0.2453  0.001
H  -4.2034  0.9680  -0.6929  -0.002
H  -2.6530  1.7668  -0.8825  0.001
H  -3.2132  1.2920  0.7089  0.001
H  -4.0822  -1.3945  -2.2499  -0.001
H  -2.6583  -2.4013  -2.4185  -0.002
H  -2.6652  -0.7779  -3.0793  -0.001
O  2.3105  -0.6116  -1.7546  0.052
N  2.0741  -1.0688  -2.9195  0.026
C  2.8409  -0.7125  -3.9655  -0.010
C  2.5911  -1.1568  -5.2423  0.020
C  1.5156  -2.0094  -5.4713  -0.011
C  0.7413  -2.3913  -4.3966  0.021
C  1.0307  -1.9273  -3.1171  0.038
S  0.1532  -2.4816  -1.7365  -0.009
H  3.6582  -0.0559  -3.7109  -0.002
H  3.2192  -0.8191  -6.0513  0.001
H  1.2980  -2.3670  -6.4650  -0.001
H  -0.1035  -3.0514  -4.5021  0.001

Values from the calculation:
**Energy above the lowest of the compared OMol25 structures with the same formula, charge and spin**: 0.0 kcal per mole
**LUMO energy (spin up / spin down)**: 0.6 / -0.7 eV
**E_tot**: -2696.52174 Eh
**E_HOMO (spin up / spin down)**: -7.518 / -7.977 eV
**Multiplicity**: 4

***

Entry 2:
DFT (ωB97M-V with the def2-TZVPD basis set) results for a single CH3NO3S molecule.

Each line ends with the Mulliken charge.
Atoms and positions in Å:
O  -2.6708  0.7993  0.6892  -0.519
N  -2.0036  0.0096  -0.0070  1.026
O  -2.3251  -0.6705  -0.9248  -0.591
C  -0.5025  -0.0128  0.2955  -0.184
O  0.0570  -1.1477  -0.3140  -0.473
S  0.0245  1.5758  -0.4101  -0.156
H  -0.1314  -0.0760  1.3062  0.325
H  -0.6994  -1.3241  -0.9375  0.429
H  0.1599  0.9459  -1.5376  0.143

Values from the calculation:
**Energy above the lowest of the compared OMol25 structures with the same formula, charge and spin**: 81.6 kcal per mole
**LUMO energy**: -0.5 eV
**E_tot**: -718.44107 Eh
**E_HOMO**: -10.159 eV

***

Entry 3:
DFT (ωB97M-V with the def2-TZVPD basis set) results for a molecular structure, C13H14Br2N2O3PdS2.

Each line ends with the Mulliken spin population.
Atoms and positions in Å:
Pd  -0.9449  -1.4694  -1.0439  1.412
Br  -0.5883  -0.9976  4.1006  0.000
C  0.8310  -1.1910  2.8649  0.032
C  2.1482  -1.1770  3.3199  0.004
C  3.1853  -1.2779  2.4320  -0.006
Br  4.9672  -1.2119  3.0944  0.000
C  2.9417  -1.4160  1.0508  -0.004
C  3.9448  -1.5072  0.0608  -0.004
C  3.5981  -1.6363  -1.2548  0.007
C  2.2400  -1.7008  -1.5987  -0.015
N  1.2875  -1.6265  -0.7027  0.079
C  1.5938  -1.4581  0.6060  -0.081
C  0.4859  -1.3100  1.5160  0.070
O  -0.7371  -1.2655  1.1094  0.212
H  2.3449  -1.0831  4.3785  0.001
H  4.9836  -1.4735  0.3578  0.000
H  4.3524  -1.6935  -2.0268  0.000
H  1.9338  -1.8312  -2.6295  0.006
C  0.0486  3.1694  0.4645  0.001
C  -1.1352  2.9936  -0.4772  -0.004
S  -1.5087  1.2121  -0.5918  0.002
O  -0.3323  0.6677  -1.3887  0.091
C  -2.8742  1.3373  -1.7985  0.000
C  -4.2180  1.4268  -1.0905  -0.002
H  0.2981  4.2225  0.5864  0.000
H  0.9209  2.6519  0.0652  0.000
H  -0.1776  2.7512  1.4468  0.000
H  -0.9071  3.3287  -1.4895  0.000
H  -2.0338  3.4933  -0.1106  0.000
H  -2.7979  0.4142  -2.3694  0.004
H  -2.6797  2.1911  -2.4467  0.000
H  -4.3525  0.5608  -0.4450  0.000
H  -5.0228  1.4309  -1.8250  0.000
H  -4.2992  2.3362  -0.4921  0.000
O  -1.4805  -3.7012  -1.1868  0.081
S  -2.9347  -3.3183  -1.2219  0.030
N  -3.0813  -1.8415  -1.2636  0.082

Values from the calculation:
**Energy above the lowest of the compared OMol25 structures with the same formula, charge and spin**: 9.4 kcal per mole
**LUMO energy (spin up / spin down)**: 0.0 / -1.4 eV
**E_tot**: -6911.21953 Eh
**E_HOMO (spin up / spin down)**: -7.549 / -7.484 eV
**Multiplicity**: 3

***

Entry 4:
DFT (ωB97M-V with the def2-TZVPD basis set) results for a molecular structure, C11H18N5O15V.

Each line ends with the Mulliken spin population.
Atoms and positions in Å:
O  6.1648  -2.3126  7.5835  -0.001
V  5.0776  -2.8792  8.6594  0.007
O  5.7055  -2.8715  10.1445  -0.002
N  3.5581  0.2981  9.0417  0.000
O  4.4887  -0.4618  8.9361  0.000
O  3.5869  1.2440  8.2559  0.000
O  2.5626  0.1145  9.7615  0.000
O  2.8389  -3.1089  8.3278  0.000
C  2.6025  -4.4550  7.8912  0.000
C  3.7270  -5.5396  8.0031  -0.002
O  5.0981  -5.0563  7.9904  0.000
H  2.1822  -4.4529  6.8854  0.000
H  1.5985  -4.6426  8.2720  0.000
H  3.6282  -6.3635  7.2963  0.000
H  3.6198  -6.0726  8.9479  0.001
C  2.9641  -3.0646  13.4959  -0.005
N  2.7207  -3.2916  12.0502  0.002
O  3.4517  -4.0946  11.4601  -0.004
O  1.9315  -2.5941  11.4694  0.000
H  3.3114  -3.9965  13.9422  0.017
H  2.1513  -2.6126  14.0644  -0.002
H  3.8102  -2.4082  13.6991  -0.006
C  6.5423  -0.1590  12.1496  0.006
N  6.0434  1.1480  11.6330  0.000
O  4.9056  1.3880  11.7975  0.000
O  6.8778  1.9839  11.2607  0.000
H  6.9108  -0.8269  11.3710  -0.002
H  5.7076  -0.5647  12.7213  -0.001
H  7.3718  0.0621  12.8212  -0.002
C  4.9598  -2.0396  4.5987  0.000
N  5.2981  -0.6359  5.0836  0.000
O  4.3946  0.0673  5.4241  0.000
O  6.5207  -0.4076  5.3451  0.000
H  4.2928  -1.8574  3.7560  0.000
H  4.4679  -2.6316  5.3705  0.000
H  5.9779  -2.3287  4.3382  0.000
C  6.5755  -8.4070  11.0913  0.140
C  7.0046  -8.5369  12.3729  -0.103
C  6.8888  -7.4792  13.3167  0.168
C  6.3201  -6.2991  12.9308  -0.052
C  5.8955  -6.1700  11.6309  0.098
C  6.0219  -7.1713  10.6769  -0.060
N  6.1023  -5.1757  13.9072  0.316
O  6.2076  -5.4672  15.1233  0.196
O  6.0388  -4.0643  13.4434  0.230
H  6.7292  -9.2245  10.4025  0.020
H  7.6842  -9.3001  12.7223  -0.013
H  7.2461  -7.6100  14.3274  0.035
H  5.4712  -5.2929  11.1650  0.026
H  5.7468  -6.9651  9.6531  -0.008

Values from the calculation:
**Charge**: -3
**LUMO energy (spin up / spin down)**: 6.8 / 6.8 eV
**E_tot**: -2775.69735 Eh
**E_HOMO (spin up / spin down)**: 2.923 / 0.354 eV
**Multiplicity**: 2